Entry 1:
Formula: C3H5FO
Source: the OMol25 dataset
Level of theory: ωB97M-V/def2-TZVPD

Output
frontier orbital gap: 9.63 eV
multiplicity: 1
structure (SMILES): CO/C=C/F
highest occupied orbital energy: -8.59 eV
energy relative to the best compared isomer or geometry (same formula, charge and spin): 168.8 kJ/mol

Cartesian coordinates (Å):
C 1.67369 -0.18614 0.10954
O 0.50694 0.62013 -0.23033
C -0.62653 -0.10759 -0.13560
C -1.85993 0.48161 0.06435
F -2.97254 -0.20009 -0.00185
H 1.80424 -0.24727 1.18303
H 2.62062 0.29095 -0.23277
H 1.53899 -1.07700 -0.47856
H -0.82982 -1.10429 -0.42747
H -1.85566 1.52969 0.14967

=====

Entry 2:
Formula: C33H62BrF2NO12S
Source: the OMol25 dataset
Level of theory: ωB97M-V/def2-TZVPD

Output
frontier orbital gap: 7.63 eV
multiplicity: 1
highest occupied orbital energy: -9.14 eV

Cartesian coordinates (Å):
C -6.42170 5.26744 2.42694
C -5.05824 5.27139 3.34087
Br -3.75456 3.79454 2.87828
C -4.31465 6.76786 3.41372
O -3.05832 6.83530 2.66038
S -3.27833 7.14247 1.00476
O -4.72859 7.52593 0.63222
O -3.02088 5.64165 0.16389
N -2.70258 5.92938 -1.13324
C -4.00186 5.72885 -1.94031
O -3.99732 5.97412 -3.25695
F -5.19199 5.20752 -1.21119
C -1.75705 4.84650 -1.66205
O -0.83437 5.05699 -2.63133
F -1.88411 3.49417 -1.01937
H -6.93837 6.33962 2.33101
H -6.29299 4.73024 1.39099
H -7.21832 4.61465 3.03112
H -5.41403 5.02520 4.45360
H -5.06673 7.65524 3.20782
H -4.01160 6.88384 4.56313
C -2.51172 0.05521 0.48729
C -2.58102 -1.23050 1.27016
C -3.37061 -0.81510 2.49230
O -4.25469 0.23599 2.07909
C -3.86483 0.67081 0.76907
H -2.32301 -0.08937 -0.57946
H -1.71848 0.69442 0.89289
H -3.14134 -1.98150 0.70085
H -1.60182 -1.64873 1.51669
H -2.71461 -0.41296 3.27160
H -3.95144 -1.63936 2.91622
H -4.61898 0.31224 0.06004
H -3.84451 1.76353 0.73403
C -3.93716 -5.73237 5.01593
C -3.76430 -5.87052 3.52537
C -4.14356 -4.49081 3.03321
O -3.78907 -3.56671 4.07124
C -3.47863 -4.31086 5.25745
H -3.37088 -6.46695 5.59403
H -4.99728 -5.83271 5.27749
H -2.71279 -6.07466 3.29141
H -4.37310 -6.66340 3.08354
H -5.22328 -4.41038 2.86862
H -3.62828 -4.21973 2.10722
H -2.39443 -4.26394 5.40688
H -3.96996 -3.85197 6.11983
C 1.90787 2.51246 -4.85597
C 1.32490 3.00820 -3.55784
C 1.82776 1.97755 -2.57065
O 3.08759 1.50530 -3.06757
C 3.25010 1.97161 -4.41419
H 1.99167 3.28567 -5.62383
H 1.28962 1.69891 -5.25377
H 1.74274 3.99250 -3.31569
H 0.23527 3.09252 -3.56875
H 1.14931 1.11992 -2.51116
H 1.95920 2.38885 -1.56566
H 4.01147 2.75918 -4.40523
H 3.60218 1.15303 -5.04796
C 1.44085 -4.39559 1.81588
C 0.81620 -4.22146 0.45565
C 0.10563 -5.54326 0.26177
O -0.27698 -6.00506 1.56465
C 0.38796 -5.19915 2.54729
H 1.67957 -3.45248 2.31390
H 2.36388 -4.98098 1.72822
H 0.08499 -3.40504 0.48521
H 1.53841 -4.00522 -0.33565
H 0.77326 -6.29303 -0.17579
H -0.78127 -5.45339 -0.37211
H -0.36195 -4.54556 3.00608
H 0.81361 -5.84073 3.32376
C -7.18099 -1.94284 5.56718
C -8.13927 -2.59317 4.60308
C -7.90120 -4.06456 4.86376
O -7.52001 -4.18682 6.24103
C -7.24542 -2.87660 6.75596
H -7.44332 -0.91239 5.81984
H -6.16947 -1.94585 5.14390
H -9.16947 -2.32853 4.86904
H -7.97240 -2.31218 3.56014
H -7.07665 -4.44805 4.25351
H -8.78956 -4.67333 4.67220
H -8.06482 -2.60430 7.43010
H -6.31366 -2.89298 7.32802
C 7.08337 3.00054 -6.67407
C 7.09812 2.50847 -5.24986
C 8.50111 2.86215 -4.80696
O 8.88559 4.03407 -5.53903
C 7.92916 4.25196 -6.58546
H 6.07987 3.19094 -7.06294
H 7.57054 2.26549 -7.32577
H 6.36645 3.06918 -4.65626
H 6.87504 1.44319 -5.15018
H 9.20948 2.06503 -5.05630
H 8.56401 3.06162 -3.73332
H 7.32310 5.12134 -6.30816
H 8.45012 4.47377 -7.52092
C 11.54022 -1.84383 -3.48341
C 11.38389 -2.36834 -4.88740
C 10.05209 -1.77972 -5.29906
O 9.91272 -0.53570 -4.59898
C 10.93112 -0.46305 -3.59160
H 12.57540 -1.82682 -3.13328
H 10.95321 -2.45805 -2.79024
H 12.18197 -1.96805 -5.52374
H 11.40744 -3.45895 -4.95472
H 9.22146 -2.42712 -4.99860
H 9.98615 -1.60504 -6.37683
H 11.67317 0.27309 -3.91946
H 10.49395 -0.12194 -2.64915

=====

Entry 3:
Formula: C27H44BrMgN3OP2
Source: the OMol25 dataset
Level of theory: ωB97M-V/def2-TZVPD

Output
frontier orbital gap (alpha / beta): 4.08 / 5.23 eV
multiplicity: 1
highest occupied orbital energy (alpha / beta): -13.00 / -12.95 eV
charge: +2

Cartesian coordinates (Å):
C 5.64714 -1.90734 5.27079
C 5.48419 -1.70658 3.88771
C 6.57200 -2.02809 3.05371
C 7.75421 -2.51414 3.62771
N 7.88608 -2.68949 4.94184
C 6.86827 -2.39941 5.75122
C 4.24635 -1.19158 3.34185
C 3.22221 -0.75554 2.84249
C 2.01679 -0.31188 2.27037
C 0.81918 -0.87423 2.74131
C -0.39052 -0.46983 2.16565
C -0.29210 0.41368 1.11044
C 0.82692 1.05934 0.66115
C 2.03844 0.66050 1.25303
Mg -2.18953 1.19014 0.76707
P -2.61223 -0.91290 -0.57734
H 6.51276 -1.90487 1.97564
H 4.84657 -1.68803 5.97192
H 8.61303 -2.76563 3.00064
H 7.01977 -2.55996 6.82137
H 2.99103 1.09125 0.92954
H 0.84402 -1.61383 3.54606
H 0.79796 1.83848 -0.10416
H -1.33189 -0.87342 2.55586
C -3.95795 -0.73155 -1.80921
C -4.08251 -1.79877 -2.89137
H -3.78974 0.25873 -2.26542
H -4.89456 -0.65806 -1.23474
H -4.97472 -1.58555 -3.49147
H -3.22811 -1.80020 -3.57547
H -4.20348 -2.80693 -2.48140
C -1.18523 -1.64421 -1.46176
C -0.70878 -3.02415 -1.01530
H -0.36972 -0.91718 -1.31595
H -1.41465 -1.64674 -2.53766
H 0.20109 -3.28172 -1.57519
H -0.45263 -3.04823 0.05304
H -1.44713 -3.81136 -1.22064
C -3.20239 -2.14219 0.64471
C -4.06449 -3.28247 0.11328
H -3.77143 -1.56547 1.39465
H -2.32062 -2.54083 1.16734
H -4.31356 -3.95347 0.94546
H -5.00991 -2.92268 -0.30843
H -3.55100 -3.88942 -0.64239
Br -1.90898 3.08664 -0.80723
P 1.30536 1.92634 -4.19565
C 0.32822 0.36915 -4.17531
C -0.21749 0.03975 -5.56569
H -0.47741 0.50341 -3.43865
H 1.00901 -0.42046 -3.82426
H -0.53126 -1.00808 -5.60767
H -1.08558 0.66036 -5.81320
H 0.54073 0.19353 -6.34297
C 0.16936 3.15390 -3.45193
C 0.45485 4.57294 -3.93527
H 0.27210 3.06427 -2.36193
H -0.84937 2.83846 -3.71906
H -0.39863 5.21320 -3.69607
H 1.33842 4.99012 -3.44207
H 0.61517 4.60095 -5.01848
C 2.57216 1.64679 -2.89109
C 3.89629 1.15938 -3.48542
H 2.15999 0.92499 -2.17228
H 2.70793 2.61461 -2.38690
H 4.69845 1.27560 -2.75060
H 3.85017 0.10111 -3.76196
H 4.17372 1.73256 -4.37726
C -4.63777 1.31335 4.89769
N -3.98010 2.49959 4.36240
C -3.36216 2.53949 3.16800
N -2.84560 3.75106 2.80650
O -3.23953 1.51059 2.42451
H -4.42088 0.44759 4.26713
H -5.72258 1.47134 4.94073
H -4.27526 1.13076 5.91525
H -4.02480 3.36236 4.89529
H -2.53479 3.89275 1.84770
H -3.02885 4.54741 3.39778

=====

Entry 4:
Formula: C4H11N2OS
Source: the OMol25 dataset
Level of theory: ωB97M-V/def2-TZVPD

Output
frontier orbital gap: 5.54 eV
multiplicity: 1
highest occupied orbital energy: -14.64 eV
energy relative to the best compared isomer or geometry (same formula, charge and spin): 815.2 kJ/mol
charge: +1

Cartesian coordinates (Å):
N 1.60488 0.31530 0.32817
C 0.54475 -0.58584 -0.10317
C -0.66890 -0.87035 0.79574
C -1.53005 0.39901 0.87050
S -0.62193 1.85044 1.16497
C 1.33620 -1.97258 -0.20669
N 1.27701 -2.40543 -1.57448
O 1.81156 -2.41507 0.81098
H 1.26741 1.10519 0.92335
H 2.29847 -0.25097 0.81276
H 2.10259 -1.66264 -1.19205
H 0.22443 -0.19917 -1.07616
H -1.21614 -1.77740 0.54569
H -0.16457 -1.11440 1.75786
H -2.18743 0.31654 1.75679
H -2.10458 0.51473 -0.05890
H -2.69159 6.10191 -2.32104
H -3.01536 5.98765 -1.65958
H 1.73325 -3.33694 -1.57476

=====

Entry 5:
Formula: C20H41N2P3RuSe
Source: the OMol25 dataset
Level of theory: ωB97M-V/def2-TZVPD

Output
frontier orbital gap (alpha / beta): 6.77 / 4.71 eV
multiplicity: 5
highest occupied orbital energy (alpha / beta): -18.87 / -20.55 eV
⟨S²⟩: 6.03
energy relative to the best compared isomer or geometry (same formula, charge and spin): 0.0 kJ/mol
charge: +4

Cartesian coordinates (Å):
Ru -0.02850 0.14224 0.98906
P 0.24582 2.06350 2.12635
P -2.26764 0.58619 0.78551
P 2.24261 -0.04202 0.73789
H -1.39827 -2.96738 -6.24166
C -0.62989 -3.71208 -5.98523
C -0.68296 -4.31038 -4.76254
H -1.59361 -4.23506 -4.11506
C 0.42263 3.67807 1.23557
C -1.07477 2.43800 3.35755
C 1.69642 2.14507 3.25832
C -2.93687 -0.46856 -0.53957
C -3.30189 0.10526 2.23042
C -2.87594 2.25630 0.31562
C 2.57049 -1.30695 -0.53840
C 3.17576 -0.72789 2.16499
C 3.24007 1.37404 0.13060
H 0.05773 -3.95734 -6.81429
H 0.13518 -4.94566 -4.38202
H 0.52570 4.47167 1.98944
H -0.45083 3.90910 0.61305
H 1.31315 3.69834 0.59379
H -0.74265 3.30929 3.94260
H -1.21388 1.58875 4.04137
H -2.03451 2.67538 2.88477
H 1.58374 3.06068 3.85901
H 2.65101 2.19296 2.72078
H 1.70710 1.27965 3.93444
H -4.03004 -0.36578 -0.60771
H -2.67565 -1.51304 -0.32714
H -2.46875 -0.17775 -1.48743
H -4.33580 0.45279 2.08505
H -2.91418 0.53695 3.15968
H -3.30300 -0.98740 2.34241
H -3.97400 2.26872 0.28786
H -2.49576 2.51604 -0.68031
H -2.54260 3.02972 1.01267
H 3.65083 -1.48491 -0.64856
H 2.14650 -0.97094 -1.49080
H 2.07056 -2.24019 -0.25168
H 4.22147 -0.90966 1.88020
H 2.72565 -1.68514 2.45546
H 3.15294 -0.05989 3.03227
H 4.29571 1.08817 0.01791
H 3.18123 2.22860 0.80930
H 2.84513 1.68991 -0.84312
C 0.12926 0.82684 -3.03924
C -0.16762 -0.53152 -3.13460
C 0.00103 -1.16473 -4.35346
C 0.43464 -0.49690 -5.49020
C 0.72512 0.86665 -5.40105
C 0.55966 1.52186 -4.18497
Se 0.02826 1.73244 -1.34251
H 0.30267 0.21245 -0.75009
H -0.51408 -1.10084 -2.27573
H -0.24501 -2.20779 -4.42035
H 0.52231 -1.03611 -6.42721
H 1.06275 1.41673 -6.27425
H 0.76987 2.58312 -4.11823
N -0.55079 -2.55232 2.36367
C -0.63662 -3.21835 3.53536
C -0.32113 -2.32675 4.53178
C -0.06006 -1.10691 3.91037
N -0.19768 -1.25284 2.57018
H -0.73779 -2.92903 1.43526
H -0.90103 -4.25582 3.61983
H -0.28771 -2.52338 5.58453
H 0.19849 -0.17419 4.38252

=====

Entry 6:
Formula: CH7N4O4P
Source: the OMol25 dataset
Level of theory: ωB97M-V/def2-TZVPD

Output
frontier orbital gap: 10.22 eV
multiplicity: 1
structure (SMILES): NO[P@](=O)([O-])[NH2+]/C(N)=N\O
highest occupied orbital energy: -9.76 eV

Cartesian coordinates (Å):
N -2.48506 -1.28017 -0.27461
O -2.11178 -0.00685 -0.67734
P -1.07080 0.84561 0.24409
O -0.82836 0.33373 1.60580
O -0.98740 2.23141 -0.19279
N 0.53761 0.48100 -1.00941
C 1.48457 0.09599 -0.00724
N 2.34586 1.11616 0.17147
N 1.38524 -1.03881 0.55547
O 0.24429 -1.69564 0.11271
H -1.66429 -1.63296 0.18972
H -3.04915 -1.00326 0.51721
H 0.56790 1.43947 -1.23087
H 0.25952 -0.19703 -1.69647
H 1.85885 1.99262 0.35100
H 3.01171 0.87982 0.86529
H 0.50128 -2.56109 0.47596

=====

Entry 7:
Formula: C3H8N4P
Source: the OMol25 dataset
Level of theory: ωB97M-V/def2-TZVPD

Output
frontier orbital gap (alpha / beta): 8.99 / 8.99 eV
multiplicity: 1
highest occupied orbital energy (alpha / beta): -13.98 / -13.98 eV
energy relative to the best compared isomer or geometry (same formula, charge and spin): 256.0 kJ/mol
charge: +1

Cartesian coordinates (Å):
C -2.74804 -0.41175 0.33100
C 1.31520 -2.08482 -0.62896
C 1.08327 2.00279 -1.55189
N -1.77744 0.16217 -0.23512
N 0.40241 -1.22660 -0.80298
N 0.31879 1.47185 -0.73018
N 0.82709 0.39535 2.12519
P -0.13992 0.06973 0.04140
H -3.81500 -0.21110 -0.07244
H -2.82706 -1.04763 1.32460
H 1.45383 -2.84392 -1.37414
H 1.97994 -2.19291 0.22263
H 1.13429 3.08925 -1.54602
H 1.86721 1.43893 -2.00289
H 0.03276 0.00773 2.71038
H 0.89265 1.38093 2.18941

=====

Repeat the first record exactly.
Formula: C3H5FO
Source: the OMol25 dataset
Level of theory: ωB97M-V/def2-TZVPD

Output
frontier orbital gap: 9.63 eV
multiplicity: 1
structure (SMILES): CO/C=C/F
highest occupied orbital energy: -8.59 eV
energy relative to the best compared isomer or geometry (same formula, charge and spin): 168.8 kJ/mol

Cartesian coordinates (Å):
C 1.67369 -0.18614 0.10954
O 0.50694 0.62013 -0.23033
C -0.62653 -0.10759 -0.13560
C -1.85993 0.48161 0.06435
F -2.97254 -0.20009 -0.00185
H 1.80424 -0.24727 1.18303
H 2.62062 0.29095 -0.23277
H 1.53899 -1.07700 -0.47856
H -0.82982 -1.10429 -0.42747
H -1.85566 1.52969 0.14967

=====

multiplicity of number 4 (C4H11N2OS)? 1